[1]
ORCA calculation (ωB97M-V/def2-TZVPD) on C3H5InO4 as an isolated structure at a distorted geometry.

Properties
HOMO-LUMO gap (spin up / spin down) (eV): 5.4 / 5.4
Energy (hartree): -607.46382
Net charge: +2
Relative energy (zero: lowest compared OMol25 entry of this formula, charge and spin) (kcal per mole): 81.1

XYZ file:
```
13
Properties=species:S:1:pos:R:3:forces:R:3:mulliken_charge:R:1
In -1.79747 0.92814 -2.63558 -3.243 0.461 -1.990 1.4035
O -2.03531 -0.31742 -1.11200 -0.961 -2.110 0.313 -0.2993
O -3.95772 0.54672 -1.65971 0.324 -0.011 -2.224 -0.4891
O -0.26891 1.54881 -1.77887 1.658 0.797 0.498 -0.5374
O -3.65540 -0.39856 0.38513 1.578 -1.032 0.129 -0.3699
C -1.16723 -0.41107 0.02913 4.887 1.950 -3.655 -0.4385
C -1.95625 -0.57001 1.21199 -2.809 0.562 1.019 -0.0195
C -3.40991 -0.17269 -0.82767 1.219 1.589 3.281 0.9003
H -0.20422 0.76284 -0.53375 -2.242 -2.043 2.160 0.5046
H -1.90875 -1.54535 1.69831 -0.498 0.131 0.043 0.3028
H 0.55295 1.78460 -2.21420 0.712 0.475 -0.247 0.4065
H -0.43697 -1.18449 -0.22152 -0.492 -0.390 0.576 0.3815
H -2.07648 0.30850 1.84954 -0.133 -0.380 0.097 0.2545
```
Forces are in eV/Å.

[2]
ORCA calculation (ωB97M-V/def2-TZVPD) on C9H15ClHfI2N2OP as an isolated structure at a distorted geometry.

Properties
HOMO-LUMO gap (eV): 5.1
Energy (hartree): -1980.60683
Net charge: +3

XYZ file:
```
32
Properties=species:S:1:pos:R:3:forces:R:3:mulliken_charge:R:1
Hf -0.42354 -0.41260 0.01658 -0.208 -3.027 1.009 0.4180
I -4.62735 -0.88121 -1.44528 0.069 -0.003 0.043 0.1744
I -4.29379 1.19505 0.20446 0.934 -0.331 0.018 0.1754
Cl -0.47639 -2.44044 -1.07246 0.065 0.922 0.288 -0.1789
P 0.29622 0.87209 -2.06659 0.750 0.760 -3.881 0.8617
O 0.33740 2.78809 1.21781 -1.940 -5.984 -2.962 -0.0828
N -0.68603 -0.93152 2.92327 -1.482 0.803 -0.475 -0.1966
N 1.12848 -1.03651 1.57616 -0.147 0.221 -0.643 -0.0592
C -1.11364 0.56093 -3.19359 -0.875 -0.572 0.552 -1.1534
C 3.12483 -2.18388 2.34330 -1.000 0.772 -0.905 -0.7678
C 1.25924 -1.93431 3.86706 1.463 -0.034 -1.265 -0.8976
C 0.57123 2.64263 -2.32882 0.016 0.639 1.176 -1.2378
C 0.01009 1.76339 0.74599 2.094 7.164 3.719 0.5923
C 0.61857 -1.25669 2.80745 0.223 -0.853 0.452 1.1525
C 1.66165 0.13717 -3.03217 0.586 -0.685 0.651 -1.2285
C 2.40314 -1.49812 1.34171 0.568 -0.866 1.565 -0.0599
C 2.56412 -2.42621 3.63451 -1.489 1.164 -0.915 -0.2546
H 1.46967 2.98129 -1.81619 0.142 -0.002 0.061 0.4326
H -1.13009 -0.98190 3.83741 -0.282 0.163 -0.386 0.2905
H -1.34361 -0.50745 -3.24601 0.110 0.061 -0.078 0.4187
H 2.62410 0.38126 -2.57509 -0.032 0.015 -0.025 0.4189
H 0.68329 2.90258 -3.38097 -0.052 -0.514 -0.170 0.4294
H -0.88306 0.90928 -4.20589 0.232 0.126 0.243 0.4404
H -1.12993 -0.29138 2.23559 0.094 -0.175 1.760 -0.0782
H -2.02305 1.05588 -2.83921 0.075 0.113 -0.097 0.3593
H 2.75163 -1.30243 0.34040 0.517 -0.183 0.019 0.4601
H -0.26040 3.22770 -1.94337 -0.166 0.080 0.053 0.4126
H 3.12346 -2.95969 4.39738 -0.109 0.047 -0.106 0.4773
H 1.57449 -0.95106 -3.06539 -0.036 0.036 -0.004 0.3932
H 4.11646 -2.54028 2.12167 0.136 -0.002 -0.135 0.4351
H 1.67747 0.50387 -4.06268 -0.336 0.234 0.193 0.4505
H 0.71271 -2.06750 4.78485 0.080 -0.088 0.244 0.4023
```
Forces are in eV/Å.

[3]
ORCA calculation (ωB97M-V/def2-TZVPD) on a 2-piece molecular cluster, C23H16Cl6NO3 overall at a distorted geometry.

Properties
HOMO-LUMO gap (eV): 2.1
Energy (hartree): -3927.66278
Net charge: -1

XYZ file:
```
49
Properties=species:S:1:pos:R:3:forces:R:3:mulliken_charge:R:1
Cl -1.39148 1.21223 -5.27511 0.079 0.055 -0.087 -0.1493
Cl 0.43088 -3.84087 -6.18588 0.100 0.339 0.068 -0.1389
Cl -0.66338 -1.10318 -7.28772 0.046 -0.105 0.062 -0.1499
Cl -2.12725 -2.43199 -2.32194 0.906 0.143 -0.465 -0.0777
Cl 0.50384 -1.77228 -1.16713 -0.556 -0.040 -1.166 -0.1052
Cl 0.98120 -4.17532 -3.14225 -0.309 0.221 -0.074 -0.0418
O -3.42380 -5.44599 0.28998 -0.221 1.121 0.145 -0.2764
O -2.03844 -5.52592 2.10692 -0.514 0.577 -0.263 -0.6820
O -0.72327 0.53056 -2.51044 0.116 -1.511 -1.274 -0.5452
N -0.73201 -7.71953 0.82266 0.626 -0.464 0.852 -0.4672
C 0.65877 -9.65778 2.26001 -0.032 -0.526 0.494 -0.5661
C 0.04360 -2.56850 -5.09217 0.498 -0.921 2.030 0.2367
C 2.62136 -11.07862 2.50587 -0.030 -0.002 0.118 -0.4591
C -3.72042 -4.05774 0.61226 0.135 -0.757 0.195 -0.0550
C 0.08473 -9.58693 -3.54173 0.214 0.084 -0.149 -0.5703
C -2.42031 -5.99338 1.05065 1.336 -1.755 0.124 0.4518
C -0.77959 -0.28786 -4.73812 0.093 -1.194 -0.919 0.2325
C -0.42661 -1.86225 -2.73371 0.177 0.696 1.168 0.4648
C -4.72886 -3.52060 -0.37164 -0.183 0.038 -0.025 -1.2062
C -0.48611 -7.25821 -3.40148 0.149 -0.013 0.059 -0.4816
C 2.08502 -10.06629 0.36149 -0.215 -0.228 0.330 -0.4769
C 0.00720 -8.50490 -1.35443 -0.477 -1.031 -0.042 0.8657
C -0.63397 -0.42108 -3.27162 -0.144 1.178 1.194 0.0246
C 0.22523 -9.65904 -2.15600 -0.220 0.861 -0.228 -0.5417
C 2.91430 -10.85298 1.16288 -0.034 0.140 -0.247 -0.6062
C -0.46575 -1.31873 -5.60561 -0.741 1.816 1.202 0.2616
C 0.92275 -9.44850 0.89350 0.386 0.581 -0.404 0.8210
C 0.04553 -8.55530 0.11844 -0.188 0.094 -0.043 -0.4806
C -0.24220 -8.38738 -4.18568 0.028 -0.201 0.166 -0.6601
C -1.81406 -7.17174 0.37601 -1.936 1.049 -0.569 -0.7176
C 1.47128 -10.48808 3.03838 0.188 0.268 -0.271 -0.4335
C 0.20756 -2.76847 -3.73172 -0.198 -0.629 -1.693 -0.0732
C -0.38125 -7.32250 -2.01945 0.252 0.252 -0.309 -0.7139
H 0.45673 -10.60618 -1.68051 -0.034 0.107 -0.062 0.5882
H -0.75949 -6.30689 -3.86956 0.053 -0.376 0.111 0.4248
H -4.11641 -3.99017 1.63010 0.147 -0.061 -0.049 0.2706
H 0.24423 -10.48785 -4.13676 -0.029 0.184 0.104 0.3412
H 2.32357 -9.93511 -0.69175 0.074 0.074 0.252 0.4976
H -2.35285 -7.52662 -0.53289 0.565 0.468 0.419 0.5615
H -5.72085 -3.97717 -0.23357 0.346 0.060 -0.130 0.3514
H -0.30573 -8.32421 -5.27193 -0.058 -0.128 0.237 0.3613
H 1.23413 -10.66680 4.08409 -0.087 0.120 -0.095 0.3384
H -0.22209 -9.18893 2.70729 0.332 -0.143 -0.253 0.3799
H -4.39487 -3.68007 -1.40411 -0.161 0.003 0.174 0.2397
H -2.79474 -3.47080 0.57838 -0.058 -0.192 0.016 0.2637
H 3.82300 -11.28305 0.73772 -0.230 0.073 0.011 0.3315
H -0.63155 -6.43061 -1.43636 0.262 -0.423 -0.271 0.6818
H 3.29017 -11.68996 3.12742 -0.384 0.249 -0.286 0.3278
H -4.82259 -2.44266 -0.18635 -0.069 -0.150 -0.159 0.3574
```
Forces are in eV/Å.

Q: Which of these has the highest net charge?
A: C9H15ClHfI2N2OP